No. 1
Density functional theory data (ωB97M-V/def2-TZVPD) for one molecule with the formula C6H13N in a non-equilibrium geometry.

The geometry in XYZ format:
```
20
Properties=species:S:1:pos:R:3:forces:R:3
C 1.885 -1.327 1.119 -0.9 2.0 -2.4
N 0.824 -0.216 0.861 -0.1 0.5 -1.6
C 0.374 -0.095 -0.571 -1.1 -2.4 0.4
C -0.709 0.951 -0.624 0.3 1.1 -0.1
C -1.715 0.857 0.527 -1.4 1.8 -1.8
C -2.667 -0.072 0.488 -0.5 0.5 2.2
C 1.424 0.145 -1.638 1.1 -1.2 1.4
H 2.726 -1.307 0.327 -1.0 0.3 1.5
H 1.348 -2.234 0.870 -0.2 -0.4 0.3
H 2.308 -1.397 2.101 -0.1 0.4 0.5
H 0.507 0.726 1.237 2.1 -2.1 0.8
H -0.131 -1.082 -0.844 0.6 0.7 0.4
H -1.171 1.105 -1.689 0.7 -0.5 2.1
H -0.152 1.878 -0.377 -0.2 0.0 -0.6
H -1.776 1.876 0.984 -0.4 -1.3 0.4
H -3.588 -0.192 1.125 1.2 0.6 -0.6
H -2.412 -0.921 -0.069 -0.1 -1.2 -1.1
H 1.567 1.247 -1.784 0.4 -1.2 -0.2
H 2.299 -0.460 -1.220 -0.4 1.6 -0.9
H 1.157 -0.479 -2.492 -0.1 0.9 -0.5
```
Forces are in eV/Å.

- largest force on an atom (eV/A) = 3.261
- HOMO energy (eV) = -8.17
- DFT total energy (eV) = -7919.8404
- spin multiplicity = 1
- structure (SMILES) = C=CC[C@@H](C)NC
- frontier orbital gap (eV) = 9.31


No. 2
Density functional theory data (ωB97M-V/def2-TZVPD) for one molecule with the formula C4H8N2O2S in a non-equilibrium geometry.

The geometry in XYZ format:
```
17
Properties=species:S:1:pos:R:3:forces:R:3
C 1.318 0.074 0.988 1.6 -2.8 -1.8
C 0.446 -0.145 -0.236 -0.6 0.0 2.4
C -0.195 1.169 -0.739 -2.2 -2.0 -0.7
C -0.668 -1.242 -0.020 3.5 1.5 -2.7
N 1.281 -0.646 -1.356 -2.6 0.3 -1.7
N 2.442 -0.641 -1.481 2.4 -1.2 -0.7
O 4.121 -1.033 0.827 -0.4 -0.4 -1.3
O 3.806 1.204 -0.143 -0.2 -1.0 -0.7
S 3.297 -0.142 0.047 -1.7 2.9 4.2
H 1.342 1.103 1.280 0.2 0.2 0.9
H 1.325 -0.844 1.687 0.0 2.1 -0.7
H 0.620 1.839 -0.766 0.4 1.4 -0.8
H -1.023 1.546 -0.086 1.0 -0.5 0.0
H -0.784 0.891 -1.704 1.6 1.0 1.1
H -1.317 -1.030 -0.845 -0.8 -0.8 -0.2
H -1.014 -1.019 0.900 -1.8 0.3 2.9
H -0.094 -2.149 -0.036 -0.5 -0.9 -0.1
```
Forces are in eV/Å.

- largest force on an atom (eV/A) = 5.395
- HOMO energy (eV) = -9.37
- DFT total energy (eV) = -22184.4533
- spin multiplicity = 1
- structure (SMILES) = CC1(C)CS(=O)(=O)N=N1
- frontier orbital gap (eV) = 9.37


No. 3
Density functional theory data (ωB97M-V/def2-TZVPD) for a 2-piece molecular cluster, C17H30F3N2O7P2S overall in a non-equilibrium geometry.

The geometry in XYZ format:
```
62
Properties=species:S:1:pos:R:3:forces:R:3
C 7.896 -0.167 1.076 -0.7 -0.2 1.0
C 7.898 -1.697 1.091 1.6 0.2 -0.5
O 8.868 -2.261 0.642 -1.1 0.0 0.2
O 6.839 -2.357 1.645 -0.1 0.9 -1.0
C 6.343 -3.427 0.827 -0.7 -1.3 0.3
C 4.819 -3.268 0.526 0.7 0.9 1.5
C 4.437 -1.774 0.437 0.4 0.2 -1.4
C 3.299 -1.469 -0.629 0.1 -0.5 0.7
C 2.102 -0.769 -0.004 2.1 -1.8 -1.5
C 1.030 -1.580 0.447 -1.3 1.1 0.2
P 0.950 -3.409 0.284 -0.1 -1.0 0.6
O 1.974 -4.132 1.050 0.4 0.2 -0.1
C -0.008 -0.893 1.051 1.8 -0.4 -0.8
C 0.166 0.517 1.119 -2.5 0.8 1.5
C -0.949 1.293 1.818 0.0 -0.2 -0.7
C -2.066 1.611 0.783 0.2 0.1 -0.3
O -2.102 0.660 -0.273 0.3 -0.1 0.4
C -3.442 1.634 1.463 0.2 -0.1 -0.3
F -3.658 0.505 2.162 0.1 0.0 0.0
F -3.530 2.666 2.308 0.0 0.0 -0.1
F -4.406 1.717 0.545 0.0 0.3 0.1
N 1.135 1.232 0.666 0.6 0.0 -0.2
N 2.139 0.556 0.081 -0.3 -0.7 1.2
P 3.446 1.600 -0.537 0.5 2.1 -3.0
O 4.799 1.198 0.160 -1.0 -0.3 0.8
O 3.113 3.064 -0.011 -0.1 -1.0 0.9
S 3.472 1.662 -2.458 -0.2 -0.6 0.4
H 6.968 0.265 1.470 0.1 -0.2 -0.1
H 8.092 0.212 0.071 0.1 -0.3 0.1
H 8.703 0.145 1.748 0.0 0.0 -0.3
H 6.916 -3.581 -0.091 0.2 0.4 0.2
H 6.429 -4.337 1.432 0.2 0.1 -0.3
H 4.576 -3.842 -0.371 -0.1 0.1 0.2
H 4.321 -3.669 1.411 -0.3 -0.3 -0.5
H 4.223 -1.308 1.404 0.0 -0.3 -0.1
H 5.317 -1.246 0.050 -0.2 0.0 0.2
H 3.009 -2.451 -1.020 -0.3 0.3 0.0
H 3.690 -0.920 -1.491 -0.1 0.1 0.3
H -0.333 -3.732 0.796 0.0 0.6 -0.5
H 0.890 -3.732 -1.096 -0.1 0.5 0.2
H -0.872 -1.409 1.457 0.0 0.3 0.0
H -0.571 2.239 2.208 0.0 -0.2 0.1
H -1.334 0.662 2.624 0.0 0.3 0.0
H -1.855 2.586 0.327 -0.3 0.0 0.4
H -2.056 1.143 -1.103 -0.2 -0.2 -0.1
H 5.507 1.786 -0.155 0.1 -0.1 0.0
H 2.614 3.528 -0.700 0.0 0.1 0.1
C -7.150 0.293 -0.658 -0.2 0.0 0.0
C -6.686 1.263 -1.733 0.0 0.0 0.1
O -7.566 1.356 -2.835 0.1 -0.1 -0.2
C -8.875 1.821 -2.549 -0.1 0.1 0.0
C -8.912 3.228 -1.979 0.2 0.0 0.2
H -7.376 -0.682 -1.095 0.1 0.0 0.0
H -6.379 0.169 0.102 0.0 0.0 0.0
H -8.054 0.646 -0.160 0.0 0.0 0.0
H -5.735 0.913 -2.140 -0.1 0.0 -0.1
H -6.498 2.256 -1.310 0.0 0.0 0.1
H -9.395 1.117 -1.890 0.0 0.0 0.1
H -9.409 1.809 -3.499 0.1 -0.1 -0.1
H -8.467 3.270 -0.983 -0.1 0.0 0.0
H -9.942 3.577 -1.897 0.0 0.0 0.0
H -8.355 3.916 -2.616 -0.1 0.0 -0.1
```
Forces are in eV/Å.

- largest force on an atom (eV/A) = 3.735
- HOMO energy (eV) = -11.19
- DFT total energy (eV) = -72987.6142
- spin multiplicity = 1
- charge = +1
- frontier orbital gap (eV) = 5.78


No. 4
Density functional theory data (ωB97M-V/def2-TZVPD) for C4H8S as an isolated structure in a non-equilibrium geometry.

The geometry in XYZ format:
```
13
Properties=species:S:1:pos:R:3:forces:R:3
C 2.508 0.204 0.095 -0.1 -0.5 0.9
C -0.311 0.825 0.062 -0.1 2.2 -0.9
C -1.640 0.658 -0.017 -0.2 4.5 -0.4
C -2.397 -0.544 0.098 -2.3 -3.8 -1.0
H 3.213 -0.529 -0.661 -1.8 2.3 2.7
H 2.649 0.073 1.444 0.4 0.8 -4.7
H 2.414 1.320 -0.358 0.7 -2.7 1.5
H 0.009 1.952 -0.047 0.0 -2.6 0.1
H -2.258 1.675 -0.339 1.5 -2.7 1.3
H -2.759 -0.797 -1.045 0.9 0.0 2.7
H -1.703 -1.446 0.538 -2.1 2.1 -1.1
H -3.448 -0.442 0.672 2.6 -0.2 -1.0
S 0.807 -0.541 -0.102 0.4 0.5 0.0
```
Forces are in eV/Å.

- largest force on an atom (eV/A) = 4.755
- HOMO energy (eV) = -7.86
- DFT total energy (eV) = -15109.2475
- spin multiplicity = 1
- frontier orbital gap (eV) = 8.71


No. 5
Density functional theory data (ωB97M-V/def2-TZVPD) for one molecule with the formula C4H9NO2 in a non-equilibrium geometry.

The geometry in XYZ format:
```
16
Properties=species:S:1:pos:R:3:forces:R:3
O 2.318 1.181 -0.416 -0.7 -2.2 -1.2
C 1.762 0.207 -0.935 -0.7 2.3 0.5
C 0.422 -0.381 -0.450 0.9 0.4 0.0
C -0.036 0.085 0.937 -0.2 -0.4 0.8
C -1.257 -0.747 1.280 -0.4 -0.5 -1.5
O -0.517 1.417 0.876 2.9 2.0 -0.8
N -0.686 0.033 -1.390 2.5 -2.3 -2.3
H 2.018 -0.231 -1.945 0.6 0.4 0.7
H 0.709 -1.453 -0.418 -1.1 0.1 -0.2
H 0.749 -0.031 1.730 -0.4 0.2 -0.8
H -2.003 -0.243 1.884 0.4 0.0 0.7
H -0.938 -1.738 1.609 -0.4 0.1 0.3
H -1.775 -0.855 0.302 0.1 -0.3 0.7
H 0.313 1.990 0.635 -2.2 -1.4 0.8
H -0.389 -0.267 -2.416 -0.9 1.2 2.7
H -0.691 1.033 -1.285 -0.3 0.5 -0.5
```
Forces are in eV/Å.

- largest force on an atom (eV/A) = 4.118
- HOMO energy (eV) = -9.63
- DFT total energy (eV) = -9877.7026
- spin multiplicity = 1
- structure (SMILES) = C[C@H](O)[C@@H](N)C=O
- frontier orbital gap (eV) = 10.24


No. 6
Density functional theory data (ωB97M-V/def2-TZVPD) for CHINO6PS as an isolated structure in a non-equilibrium geometry.

The geometry in XYZ format:
```
12
Properties=species:S:1:pos:R:3:forces:R:3
C 1.460 0.580 0.548 -1.2 0.6 -4.4
N 0.802 0.212 1.575 1.4 0.8 3.3
O 1.138 0.330 -2.262 -0.4 0.6 -0.1
O 0.930 -1.566 -0.664 -0.1 -2.4 0.9
O -0.170 0.595 2.143 -2.5 -0.1 0.8
O -0.937 0.140 -0.848 -3.2 0.5 0.5
O -3.115 -0.169 0.486 -1.8 1.7 0.3
O -2.431 -2.259 -0.459 0.6 1.1 0.1
P 0.492 -0.219 -1.031 4.6 0.3 -2.1
S -2.015 -1.053 0.298 0.8 -2.8 0.0
I 1.345 2.902 -0.417 0.2 0.4 0.9
H 2.501 0.507 0.631 1.4 -0.7 -0.3
```
Forces are in eV/Å.

- largest force on an atom (eV/A) = 5.096
- HOMO energy (alpha / beta) (eV) = -0.47 / -1.33
- DFT total energy (eV) = -43051.6927
- spin multiplicity = 3
- charge = -2
- frontier orbital gap (alpha / beta) (eV) = 5.47 / 5.87


No. 7
Density functional theory data (ωB97M-V/def2-TZVPD) for one molecule with the formula C3H4ClI in a non-equilibrium geometry.

The geometry in XYZ format:
```
9
Properties=species:S:1:pos:R:3:forces:R:3
C -1.458 -1.591 0.195 1.3 -1.0 -0.6
C -1.439 -0.298 0.088 1.7 3.0 0.2
C 0.075 0.483 0.130 -5.6 0.9 2.4
Cl -2.843 -2.605 0.114 0.5 -0.1 0.1
I -3.232 0.829 -0.092 0.8 -0.2 0.1
H -0.401 -1.943 0.146 -1.2 -1.0 0.4
H 0.565 0.244 -0.732 2.0 -1.4 -1.6
H 0.438 0.435 1.185 0.3 -0.3 -1.4
H -0.231 1.514 -0.082 0.2 0.1 0.5
```
Forces are in eV/Å.

- largest force on an atom (eV/A) = 6.171
- HOMO energy (eV) = -9.17
- DFT total energy (eV) = -23797.2814
- spin multiplicity = 1
- structure (SMILES) = C/C(I)=C/Cl
- frontier orbital gap (eV) = 9.66


No. 8
Density functional theory data (ωB97M-V/def2-TZVPD) for a 2-piece molecular cluster, C8H5BrN4 overall in a non-equilibrium geometry.

The geometry in XYZ format:
```
18
Properties=species:S:1:pos:R:3:forces:R:3
C -0.439 -0.700 4.503 -0.2 0.0 0.3
C 0.871 0.712 -1.281 0.1 0.1 0.0
C 0.199 -0.482 -1.550 -0.1 -0.1 0.1
C 0.524 1.525 -0.220 -0.2 -0.1 0.2
C -0.852 -0.925 -0.764 0.0 0.0 0.0
C -0.528 1.090 0.575 -0.1 -1.3 -1.0
C -1.195 -0.120 0.303 0.9 0.8 -0.3
C -3.007 -1.221 1.429 0.2 -0.3 -0.5
N 0.166 -0.812 3.546 0.4 -0.1 -0.6
N -1.121 1.648 1.687 0.1 0.6 0.3
N -2.034 0.915 2.098 -0.7 0.6 1.3
N -2.156 -0.214 1.300 0.1 -0.3 -0.4
Br -4.124 -1.037 2.899 -0.3 0.1 0.5
H 1.686 1.004 -1.926 0.1 0.0 -0.1
H 0.506 -1.080 -2.394 0.0 0.0 -0.1
H 1.036 2.448 -0.009 0.1 0.1 0.0
H -1.380 -1.842 -0.967 0.0 -0.1 0.0
H -1.009 -0.595 5.389 -0.2 0.0 0.3
```
Forces are in eV/Å.

- largest force on an atom (eV/A) = 1.647
- HOMO energy (eV) = -8.97
- DFT total energy (eV) = -84375.9337
- spin multiplicity = 1
- frontier orbital gap (eV) = 8.14


No. 9
Density functional theory data (ωB97M-V/def2-TZVPD) for C3H5MnO4 as an isolated structure in a non-equilibrium geometry.

The geometry in XYZ format:
```
13
Properties=species:S:1:pos:R:3:forces:R:3
C 0.782 2.222 1.288 -0.1 -0.1 0.2
C 0.827 1.410 0.020 2.8 0.2 -2.4
O -0.224 0.632 -0.272 -2.8 -2.5 -0.1
Mn -0.786 -1.149 -0.752 1.5 5.1 1.0
H 1.689 2.835 1.361 -0.2 -0.1 0.0
H -0.095 2.883 1.295 0.2 -0.2 0.0
H 0.738 1.556 2.160 0.0 0.2 -0.1
H 1.755 0.768 -0.092 -0.3 0.6 1.0
H 0.982 2.041 -0.903 -0.1 0.4 0.9
O -0.473 -2.974 -0.211 -1.3 -3.8 -0.5
C -1.436 -3.352 -1.032 2.0 5.7 0.6
O -1.948 -2.347 -1.714 -1.1 -3.6 -0.4
O -1.811 -4.525 -1.149 -0.7 -2.0 -0.2
```
Forces are in eV/Å.

- largest force on an atom (eV/A) = 6.056
- HOMO energy (alpha / beta) (eV) = -8.52 / -8.87
- DFT total energy (eV) = -42700.1870
- spin multiplicity = 7
- frontier orbital gap (alpha / beta) (eV) = 8.87 / 4.15


No. 10
Density functional theory data (ωB97M-V/def2-TZVPD) for C12H19ClFGeN6O4Ru as an isolated structure in a non-equilibrium geometry.

The geometry in XYZ format:
```
45
Properties=species:S:1:pos:R:3:forces:R:3
Ru -0.762 -0.024 -0.024 -1.0 0.0 -0.6
O 0.353 0.294 3.845 -0.1 0.1 -0.3
Cl 0.430 0.761 2.516 0.3 -0.3 -0.1
O 0.996 2.061 2.407 -0.2 -0.2 0.1
O -0.973 0.794 1.916 0.3 0.0 0.1
O 1.134 -0.182 1.638 0.0 0.2 0.2
N 2.294 0.650 -1.166 0.0 0.0 0.2
C 1.676 1.725 -0.693 0.0 0.0 -0.4
N 2.365 2.828 -0.457 -0.1 0.0 0.0
C 1.659 3.885 -0.058 0.0 0.0 0.0
N 2.314 4.996 0.254 -0.1 -0.1 0.1
N 0.293 3.942 0.029 0.1 0.0 0.0
C -0.285 2.807 -0.181 -0.1 0.0 0.0
N 0.319 1.658 -0.530 0.4 -0.4 0.7
C -1.749 2.662 -0.100 -0.2 0.1 0.0
C -2.584 3.729 0.140 0.0 0.0 -0.1
C -3.953 3.509 0.165 0.0 0.1 0.0
C -4.434 2.233 -0.061 0.0 0.0 0.0
C -3.535 1.205 -0.283 0.1 0.0 -0.2
N -2.220 1.411 -0.302 0.2 -0.3 0.2
H 3.296 0.667 -1.241 0.0 0.0 0.0
H 1.783 -0.192 -1.378 0.0 0.0 -0.1
H 3.319 4.993 0.257 0.0 0.0 0.0
H 1.808 5.765 0.659 0.0 0.0 -0.1
H -2.145 4.703 0.300 0.0 0.0 0.0
H -4.635 4.327 0.356 0.0 0.0 0.0
H -5.494 2.022 -0.057 0.0 0.0 0.0
H -3.862 0.196 -0.462 0.0 0.0 0.0
C -2.854 -2.605 -1.864 0.0 0.1 -0.1
Ge -2.816 -2.569 0.066 0.0 -0.2 -0.1
C -2.487 -4.369 0.761 0.1 0.1 0.0
C -4.373 -1.780 0.928 0.0 0.0 0.1
C -1.125 -1.798 0.891 0.3 1.0 0.8
H -3.782 -3.078 -2.189 0.0 0.0 0.0
H -2.011 -3.194 -2.221 0.0 0.0 -0.1
H -2.784 -1.611 -2.298 0.0 0.0 -0.1
H -3.324 -4.990 0.436 0.0 0.0 0.0
H -2.436 -4.360 1.848 0.0 -0.1 0.0
H -1.559 -4.764 0.354 0.0 -0.1 0.0
H -4.889 -2.567 1.479 0.0 0.0 0.0
H -5.075 -1.363 0.208 0.0 0.0 0.0
H -4.083 -1.009 1.642 0.0 0.0 0.0
H -0.241 -2.413 0.701 0.0 0.0 -0.1
H -1.272 -1.690 1.966 -0.1 -0.3 0.0
F -0.450 -0.810 -1.718 0.2 0.1 -0.2
```
Forces are in eV/Å.

- largest force on an atom (eV/A) = 1.278
- HOMO energy (alpha / beta) (eV) = -12.89 / -12.59
- DFT total energy (eV) = -104207.8496
- spin multiplicity = 1
- charge = +1
- frontier orbital gap (alpha / beta) (eV) = 7.15 / 7.52


No. 11
Density functional theory data (ωB97M-V/def2-TZVPD) for a 2-piece molecular cluster, C4H9NO2 overall.

The geometry in XYZ format:
```
16
Properties=species:S:1:pos:R:3:forces:R:3
C 0.240 -2.177 0.352 0.0 0.0 0.0
C 0.561 -1.224 1.496 0.0 -0.2 0.1
N 0.130 0.137 1.194 -0.6 0.3 0.0
C -0.968 0.648 1.185 -0.1 0.1 0.0
O -1.973 1.252 1.134 0.6 -0.4 0.1
O 0.963 1.493 -1.380 0.2 -0.1 0.1
C -0.245 2.057 -1.843 -0.4 0.2 -0.2
H 0.781 -1.891 -0.554 -0.1 0.0 0.1
H 0.519 -3.199 0.625 0.0 0.1 0.0
H -0.833 -2.163 0.131 0.1 0.0 0.0
H 0.078 -1.549 2.424 0.1 0.0 -0.1
H 1.637 -1.192 1.681 -0.2 0.0 0.0
H 0.844 1.162 -0.483 0.0 0.0 -0.1
H -0.130 3.137 -2.002 0.0 -0.2 0.0
H -0.514 1.599 -2.802 0.0 0.1 0.1
H -1.090 1.912 -1.158 0.2 0.0 -0.1
```
Forces are in eV/Å.

- largest force on an atom (eV/A) = 0.744
- HOMO energy (eV) = -10.00
- DFT total energy (eV) = -9878.5095
- spin multiplicity = 1
- structure (SMILES) = CCN=C=O.CO
- frontier orbital gap (eV) = 10.62


No. 12
Density functional theory data (ωB97M-V/def2-TZVPD) for one molecule with the formula C4H5NO in a non-equilibrium geometry.

The geometry in XYZ format:
```
11
Properties=species:S:1:pos:R:3:forces:R:3
C -0.968 -0.976 0.223 -0.6 -0.2 0.1
C 0.090 0.038 0.229 -0.3 0.1 0.5
N 0.017 1.290 -0.030 -0.3 -0.7 0.1
O -1.286 1.577 -0.402 -0.7 0.4 0.0
C 1.388 -0.460 0.472 1.2 1.5 -0.6
C 2.418 -0.133 -0.073 0.6 -1.5 0.8
H -1.404 -1.053 -0.765 -0.4 0.0 -0.1
H -0.557 -1.948 0.513 -0.2 0.3 0.0
H -1.699 -0.623 0.941 -0.6 -0.3 0.0
H -1.278 2.535 -0.475 -0.1 0.1 -0.1
H 3.281 -0.246 -0.632 1.4 0.3 -0.6
```
Forces are in eV/Å.

- largest force on an atom (eV/A) = 2.024
- HOMO energy (eV) = -9.00
- DFT total energy (eV) = -7761.8676
- spin multiplicity = 1
- structure (SMILES) = C#C/C(C)=N/O
- frontier orbital gap (eV) = 9.67